Density functional theory data (ωB97M-V with the def2-TZVPD basis set) for a molecular structure, C24H73B3N3O8SnZn.

Values from the calculation:
LUMO in eV: -5.7
Orbital gap in eV: 4.51
Energy above the lowest of the compared OMol25 structures with the same formula, charge and spin in kcal/mol: 0.0
Multiplicity: 1
Total charge: +1
E_tot in hartree: -3791.81448
Maximum force in eV/Å: 4.58

Element x y z (Å)
Sn  11.957  -26.546  2.209
Zn  10.676  -21.944  1.742
B  12.038  -23.265  2.570
H  12.038  -23.198  1.493
H  11.069  -23.657  2.836
H  12.842  -23.912  2.884
H  12.125  -22.292  3.029
B  9.553  -22.866  0.207
H  10.491  -22.397  -0.046
H  8.816  -22.080  0.270
H  9.301  -23.508  -0.622
H  9.637  -23.385  1.150
B  11.558  -20.160  1.359
H  12.050  -19.242  1.077
H  10.557  -20.236  0.964
H  12.068  -21.034  0.985
H  11.502  -20.251  2.433
C  9.673  -22.881  7.703
O  9.902  -22.580  6.296
C  9.476  -21.283  5.980
C  10.036  -21.012  4.555
N  9.523  -21.990  3.531
C  8.098  -21.790  3.288
C  7.660  -20.369  2.850
O  8.467  -19.891  1.825
C  8.272  -18.560  1.479
H  8.786  -22.378  8.087
H  10.338  -22.398  8.419
H  9.642  -23.949  7.923
H  9.962  -20.570  6.646
H  8.392  -21.175  5.986
H  11.122  -21.101  4.571
H  9.896  -19.941  4.408
H  9.703  -22.871  3.991
H  7.602  -22.118  4.201
H  7.827  -22.508  2.513
H  7.743  -19.738  3.735
H  6.629  -20.261  2.514
H  8.818  -18.373  0.554
H  8.687  -17.833  2.177
H  7.223  -18.314  1.310
C  12.762  -19.089  7.068
O  13.632  -19.759  7.979
C  13.192  -21.156  8.219
C  13.513  -22.215  7.148
N  14.888  -21.978  6.649
C  15.106  -22.570  5.329
C  14.858  -21.466  4.310
O  15.712  -20.346  4.595
C  15.466  -19.333  3.620
H  13.093  -18.055  6.963
H  11.754  -18.924  7.449
H  12.722  -19.564  6.088
H  12.135  -21.154  8.482
H  13.710  -21.482  9.121
H  12.704  -22.104  6.427
H  13.346  -23.217  7.546
H  15.026  -20.983  6.553
H  14.418  -23.354  5.013
H  16.113  -22.975  5.225
H  13.818  -21.162  4.429
H  14.862  -21.861  3.294
H  14.444  -18.953  3.640
H  15.788  -19.623  2.620
H  16.152  -18.547  3.936
C  9.112  -25.259  4.665
O  9.293  -25.609  3.327
C  8.061  -26.119  2.712
C  8.382  -26.613  1.307
N  9.097  -27.922  1.344
C  9.300  -28.290  -0.054
C  10.362  -29.442  -0.019
O  11.641  -28.968  0.423
C  12.592  -30.086  0.393
H  8.362  -25.896  5.135
H  8.773  -24.230  4.781
H  10.112  -25.350  5.089
H  7.248  -25.395  2.767
H  7.736  -26.990  3.281
H  8.968  -25.884  0.748
H  7.414  -26.701  0.813
H  8.497  -28.632  1.738
H  9.438  -27.457  -0.744
H  8.340  -28.687  -0.385
H  10.405  -29.831  -1.036
H  9.919  -30.288  0.507
H  13.616  -29.814  0.651
H  12.654  -30.648  -0.539
H  12.263  -30.854  1.093
C  15.661  -24.006  1.009
C  15.036  -24.910  -0.063
C  15.879  -25.304  -1.300
O  14.607  -26.132  0.509
H  16.585  -24.473  1.351
H  15.062  -23.899  1.913
H  15.776  -22.989  0.636
H  14.133  -24.419  -0.425
H  16.709  -25.911  -0.940
H  16.335  -24.444  -1.790
H  15.389  -25.966  -2.014
H  15.403  -26.483  0.915
C  11.635  -24.162  -2.489
C  11.193  -25.510  -1.913
C  12.254  -26.613  -2.070
O  11.002  -25.207  -0.533
H  11.725  -24.226  -3.574
H  12.588  -23.779  -2.125
H  10.927  -23.342  -2.375
H  10.226  -25.750  -2.354
H  13.223  -26.407  -1.613
H  12.620  -26.793  -3.081
H  11.832  -27.556  -1.725
H  10.387  -24.469  -0.540

Force components x, y, z for each atom (eV/Å):
-1.2 1.5 -1.5
-1.2 1.0 0.1
0.6 -1.7 0.3
0.7 -0.2 -4.0
-3.3 -2.3 1.3
3.5 -2.7 1.3
1.0 3.0 2.1
-1.0 0.3 -0.4
3.5 1.5 -1.4
-2.8 2.6 0.2
-1.1 -2.4 -2.8
-0.2 -2.6 3.4
0.4 1.0 -0.2
1.6 3.1 -1.1
-3.8 0.5 -1.7
2.9 -2.8 -1.8
0.0 0.1 4.4
-0.3 0.8 0.0
-0.3 -1.1 2.0
1.3 0.2 -1.6
0.1 -0.1 1.1
0.5 2.9 0.5
-0.9 -0.7 -0.6
0.4 0.1 0.8
0.5 -0.8 0.1
0.2 0.8 -0.7
-0.9 -0.5 -0.6
1.2 -0.1 -0.6
0.0 0.1 -0.5
-0.2 0.3 0.2
-0.2 0.0 0.3
0.0 -0.3 0.2
-0.5 -0.2 -1.0
-0.2 -0.3 -0.3
-0.7 0.4 0.0
-0.1 0.0 -0.1
0.0 0.4 0.2
-0.4 -0.8 0.3
-0.1 -0.2 -0.1
0.0 -0.2 0.6
-0.3 -0.1 0.0
0.3 0.5 0.3
-1.1 -1.8 -0.5
0.9 0.5 0.9
0.1 1.8 -0.2
-1.3 -1.6 0.4
0.2 1.1 -0.7
0.0 -0.1 0.6
-1.0 -1.0 -1.4
1.3 0.6 0.9
0.6 -0.2 -0.2
-0.3 -0.6 0.3
0.0 -0.1 -0.1
-0.2 0.1 -0.2
0.2 0.5 0.1
0.1 0.0 -1.0
0.4 0.0 0.3
0.1 0.2 0.2
-0.3 -0.3 0.7
0.2 0.1 0.1
-0.4 0.3 0.1
0.8 0.3 -0.4
-0.1 -0.2 -0.1
-0.3 -0.3 -0.1
-0.2 0.3 -0.2
0.3 0.3 0.6
-0.9 -1.0 -1.9
1.4 -0.3 0.0
-0.6 0.0 1.2
0.5 2.7 -0.4
0.4 -2.1 0.6
-1.2 1.3 -1.8
0.4 -1.2 0.0
-0.4 -0.4 0.5
0.3 -0.2 0.3
-0.1 0.0 0.0
-0.3 0.1 0.6
0.3 0.4 -0.2
-0.1 -0.1 0.3
0.1 0.0 0.1
-0.1 -0.1 -0.3
0.0 0.0 0.4
0.9 0.1 0.5
0.0 -0.6 -0.5
0.6 0.1 -0.3
0.5 0.1 0.9
-0.3 0.6 0.1
-0.3 0.7 -0.6
-0.1 0.1 0.4
0.1 -0.5 -0.4
-0.5 1.0 -1.1
0.8 0.3 1.0
-0.9 -0.9 1.1
0.5 0.4 -0.2
-0.5 -0.3 -0.2
0.5 -0.1 -0.1
-0.2 0.0 0.1
0.3 0.0 0.1
-0.2 0.0 -0.1
-0.5 0.4 0.1
0.1 -0.4 0.2
0.1 0.2 -1.5
1.6 1.4 -0.3
-0.3 -0.1 -0.3
0.9 -2.3 1.2
0.2 -0.2 -0.2
0.1 -0.4 0.3
-0.3 -0.3 0.5
0.0 -0.5 -0.1
-0.4 0.3 0.9
-0.8 0.2 -0.5
0.3 -0.1 0.2
-0.6 0.9 0.7

=====

Density functional theory data (ωB97M-V with the def2-TZVPD basis set) for 2 unconnected molecules or ions with the total composition C5H7NO.

Values from the calculation:
LUMO (spin up / spin down) in eV: -0.7 / -0.7
Orbital gap (spin up / spin down) in eV: 7.12 / 7.13
Energy above the lowest of the compared OMol25 structures with the same formula, charge and spin in kcal/mol: 155.8
Multiplicity: 1
Total charge: 0
E_tot in hartree: -324.47618
Maximum force in eV/Å: 0.80

Element x y z (Å)
C  -0.271  -1.654  0.513
C  -0.910  0.961  0.896
C  -0.305  -0.174  0.394
C  0.101  -0.937  -0.739
N  -0.725  2.144  0.300
C  0.590  -0.984  -1.969
O  0.594  0.502  1.994
H  1.245  1.114  1.620
H  -1.255  2.939  0.613
H  0.057  2.358  -0.316
H  0.516  -2.103  1.114
H  -1.233  -2.160  0.567
H  0.764  -0.079  -2.540
H  0.832  -1.928  -2.446

Force components x, y, z for each atom (eV/Å):
0.0 0.0 0.1
-0.1 0.0 0.3
0.2 0.2 0.5
0.3 -0.2 -0.4
0.2 0.1 -0.1
-0.1 0.0 0.2
-0.4 0.0 -0.7
-0.1 -0.1 0.0
0.0 -0.1 0.0
-0.1 -0.1 0.1
0.0 0.1 -0.1
0.0 0.1 0.0
0.0 0.0 0.1
0.0 0.0 0.0

=====

Density functional theory data (ωB97M-V with the def2-TZVPD basis set) for 6 unconnected molecules or ions with the total composition H12O6.

Values from the calculation:
LUMO in eV: -0.4
Orbital gap in eV: 9.90
Energy above the lowest of the compared OMol25 structures with the same formula, charge and spin in kcal/mol: 40.4
Multiplicity: 1
SMILES: O.O.O.O.O.O
Total charge: 0
E_tot in hartree: -458.60813
Maximum force in eV/Å: 2.28

Element x y z (Å)
O  11.215  23.833  -9.790
H  11.959  23.228  -9.849
H  11.007  23.872  -8.873
O  11.757  21.604  -12.732
H  12.218  21.150  -13.441
H  12.346  22.094  -12.181
O  13.451  22.325  -10.520
H  14.188  22.334  -9.863
H  13.507  21.376  -10.725
O  12.325  20.983  -8.061
H  12.800  21.748  -7.705
H  12.709  21.025  -8.956
O  8.522  24.339  -10.921
H  9.310  23.876  -10.546
H  8.255  24.941  -10.217
O  10.304  24.143  -7.037
H  10.001  23.283  -6.798
H  11.118  24.203  -6.592

Force components x, y, z for each atom (eV/Å):
0.2 0.1 -1.1
0.0 -0.1 -0.3
-0.6 0.2 1.4
-1.2 -0.8 -0.4
0.3 0.3 0.2
0.8 0.6 0.0
1.6 -1.2 1.1
-0.5 0.8 -0.7
-0.4 0.2 -0.6
0.9 0.6 -0.5
-0.3 -0.2 0.6
-0.8 -0.4 0.3
0.6 -0.5 0.6
-0.6 0.6 -0.5
0.0 -0.1 -0.1
-1.0 0.6 -1.1
-0.7 -1.1 0.2
1.7 0.5 1.0

=====

Density functional theory data (ωB97M-V with the def2-TZVPD basis set) for a single CHNO2S molecule.

Values from the calculation:
LUMO in eV: -0.3
Orbital gap in eV: 8.68
Energy above the lowest of the compared OMol25 structures with the same formula, charge and spin in kcal/mol: 63.3
Multiplicity: 1
Total charge: 0
E_tot in hartree: -641.98981
Maximum force in eV/Å: 4.07

Element x y z (Å)
C  -0.153  -0.339  -0.459
N  0.582  -0.548  -1.362
O  1.126  -0.650  -2.383
O  -0.138  0.657  1.747
S  -0.857  -0.658  1.019
H  -0.559  1.537  1.436

Force components x, y, z for each atom (eV/Å):
1.2 -1.1 -1.7
-2.8 0.5 2.9
1.7 -0.2 -2.4
-1.1 1.9 0.2
0.3 1.1 0.2
0.7 -2.2 0.7

=====

Density functional theory data (ωB97M-V with the def2-TZVPD basis set) for a single C6H11N molecule.

Values from the calculation:
LUMO (spin up / spin down) in eV: 0.1 / 0.2
Orbital gap (spin up / spin down) in eV: 7.00 / 7.13
Energy above the lowest of the compared OMol25 structures with the same formula, charge and spin in kcal/mol: 106.5
Multiplicity: 1
SMILES: [H]/N=C1/[C@H](C)C1(C)C
Total charge: 0
E_tot in hartree: -289.80193
Maximum force in eV/Å: 5.87

Element x y z (Å)
H  -0.025  1.518  2.544
N  0.123  1.916  1.614
C  -0.048  1.165  0.632
C  1.085  0.080  -0.188
C  1.606  0.282  -1.584
C  -0.335  -0.151  0.109
C  -0.785  -0.853  1.551
C  -1.341  -0.366  -0.994
H  1.859  -0.163  0.533
H  1.355  -0.553  -2.242
H  1.219  1.193  -2.063
H  2.699  0.352  -1.573
H  -0.945  -1.896  1.276
H  0.023  -0.815  2.280
H  -1.708  -0.417  1.952
H  -1.389  -1.437  -1.214
H  -2.327  0.005  -0.711
H  -1.066  0.141  -1.920

Force components x, y, z for each atom (eV/Å):
-1.8 0.7 -0.1
1.3 -0.4 -0.3
2.8 -1.2 -1.3
1.0 2.8 -0.3
0.0 0.0 -0.5
-3.7 0.1 4.6
0.6 -1.1 -2.5
0.1 -0.2 -0.2
-0.4 -0.2 0.2
0.0 -0.1 -0.1
0.1 -0.3 0.1
-0.2 0.1 0.0
-0.2 -0.3 0.5
0.0 0.2 -0.1
0.3 0.0 -0.3
-0.2 0.1 0.0
0.1 -0.2 0.1
0.1 0.0 0.1